Entry 1:
Formula: C4H35NO13S
Source: the Open Molecules 2025 dataset
Level of theory: ωB97M-V/def2-TZVPD

The geometry in ORCA input format:
```
! wB97M-V def2-TZVPD RIJCOSX def2/J DEFGRID3
* xyz 1 2
C 1.09 1.05 2.14
C -0.17 1.03 1.19
C -0.52 2.51 0.80
S -2.27 3.11 1.06
N -0.01 0.15 0.01
C 0.57 -1.21 0.31
O 1.73 -1.25 -0.42
H 1.96 0.65 1.61
H 1.38 2.09 2.33
H 0.86 0.45 3.05
H -0.97 0.48 1.73
H -0.25 2.59 -0.27
H 0.21 3.20 1.20
H -1.92 3.67 2.23
H 0.61 0.69 -0.66
H -0.21 -1.93 -0.01
H 0.83 -1.20 1.36
H 1.75 -2.01 -1.07
H 0.11 -2.56 -2.80
H 1.50 -3.11 -2.54
O 0.62 -3.06 -2.13
H 1.10 2.67 -2.75
H -0.32 2.43 -2.32
O 0.35 3.14 -2.35
H -4.00 0.16 3.18
H -3.53 1.14 2.05
O -3.22 0.55 2.76
H 0.09 -2.59 3.29
H 1.57 -3.07 3.72
O 1.01 -2.35 3.44
H -2.95 -0.87 1.15
H -2.55 -0.34 -0.10
O -3.24 -0.94 0.22
H 3.18 1.41 -1.84
H 3.15 0.76 -3.06
O 2.63 1.46 -2.64
H -2.08 2.42 -1.98
H -1.96 1.12 -1.28
O -1.77 1.51 -2.14
H -2.35 -3.31 -0.29
H -2.07 -2.50 -1.50
O -1.68 -3.22 -0.99
H 4.85 -0.77 -1.86
H 4.86 0.24 -0.88
O 5.02 0.19 -1.83
H 4.72 -2.47 0.28
H 3.49 -1.40 0.08
O 4.44 -1.58 0.04
H -2.50 -1.50 3.74
H -1.29 -0.61 3.52
O -1.54 -1.53 3.68
H -1.27 -0.26 -3.71
H -1.04 -0.92 -2.48
O -1.07 -1.16 -3.42
*
```

**Kohn-Sham gap (spin up / spin down)**: 10.399 / 5.314 eV
**Energy**: -43649.3310 eV
**HOMO (spin up / spin down)**: -13.36 / -13.33 eV
**Energy above the lowest of the compared OMol25 structures with the same formula, charge and spin**: 172.9 kJ/mol
**<S²>**: 0.7547
**LUMO energy (spin up / spin down)**: -2.96 / -8.01 eV



Entry 2:
Formula: C4H35NO16
Source: the Open Molecules 2025 dataset
Level of theory: ωB97M-V/def2-TZVPD

The geometry in ORCA input format:
```
! wB97M-V def2-TZVPD RIJCOSX def2/J DEFGRID3
* xyz 0 1
O 0.17 -1.04 2.60
C 0.49 -1.64 1.58
O 0.90 -2.88 1.65
C 0.39 -0.99 0.22
C -0.52 -1.88 -0.71
C -1.75 -2.42 -0.01
O -0.91 -1.07 -1.80
N -0.25 0.30 0.29
H 1.32 -3.22 0.80
H 1.39 -0.93 -0.25
H 0.08 -2.66 -1.21
H -2.32 -1.70 0.57
H -1.46 -3.22 0.71
H -2.38 -2.89 -0.77
H -1.12 -0.15 -1.50
H 0.41 1.04 0.46
H -1.04 0.32 0.93
H -2.09 2.58 1.66
H -0.61 2.72 2.06
O -1.33 3.18 1.55
H 3.05 -0.82 -2.29
H 4.04 -0.78 -1.12
O 3.67 -1.40 -1.77
H -2.15 -1.79 -2.76
H -2.31 -2.82 -3.89
O -2.82 -2.29 -3.27
H 0.58 1.90 3.88
H 0.42 0.71 2.85
O 0.55 1.69 2.94
H -2.51 1.89 -1.27
H -3.27 0.64 -1.85
O -3.37 1.40 -1.27
H 0.67 2.85 -1.39
H 1.92 2.88 -0.47
O 1.65 2.75 -1.41
H 3.52 1.27 -0.99
H 5.04 1.31 -0.74
O 4.22 0.91 -0.42
H -1.50 3.81 -1.47
H -1.17 3.06 -0.14
O -1.09 2.99 -1.14
H -3.38 0.32 1.86
H -3.52 1.22 0.53
O -3.23 1.20 1.46
H -2.48 -1.51 2.81
H -3.84 -1.21 3.43
O -3.39 -1.26 2.57
H 2.32 -4.19 -1.15
H 2.75 -2.65 -1.00
O 2.25 -3.41 -0.60
H 1.87 1.32 -2.40
H 1.12 0.05 -2.76
O 1.99 0.45 -2.87
H 1.83 2.35 1.89
H 3.15 2.08 1.18
O 2.40 2.69 1.18
*
```

**Kohn-Sham gap**: 10.431 eV
**Energy**: -38970.0626 eV
**HOMO**: -10.28 eV
**Energy above the lowest of the compared OMol25 structures with the same formula, charge and spin**: 0.0 kJ/mol
**LUMO energy**: 0.15 eV



Entry 3:
Formula: C4H36N2O12
Source: the Open Molecules 2025 dataset
Level of theory: ωB97M-V/def2-TZVPD

The geometry in ORCA input format:
```
! wB97M-V def2-TZVPD RIJCOSX def2/J DEFGRID3
* xyz 0 1
C 3.30 -1.33 -1.16
N 2.31 -0.46 -1.71
C 2.65 -2.43 -0.17
C 1.62 -2.08 0.90
C 2.13 -1.09 2.13
N 1.29 0.14 2.15
H 3.97 -0.64 -0.54
H 3.96 -1.82 -1.87
H 2.64 0.15 -2.39
H 1.49 -1.00 -1.98
H 3.64 -2.81 0.09
H 2.13 -3.10 -0.83
H 1.27 -3.18 1.16
H 0.69 -1.58 0.60
H 2.07 -1.62 3.11
H 3.24 -0.83 2.06
H 0.31 0.04 2.45
H 1.41 0.58 1.25
H -1.83 2.92 0.63
H -0.32 3.01 0.34
O -1.11 3.58 0.63
H 1.70 3.77 0.65
H 3.21 3.77 0.32
O 2.41 3.24 0.22
H 2.66 1.91 1.45
H 3.01 1.15 2.68
O 3.40 1.70 2.05
H 0.49 0.92 -0.70
H -0.68 0.85 0.29
O -0.15 1.48 -0.37
H -2.73 -3.11 2.95
H -3.55 -1.88 2.99
O -2.76 -2.23 2.63
H -1.74 -3.68 0.42
H -2.74 -2.56 0.72
O -2.58 -3.26 0.19
H -1.77 3.43 -2.21
H -1.50 2.08 -1.41
O -1.97 2.50 -2.19
H -0.34 1.06 -3.77
H -1.92 1.30 -3.87
O -1.11 0.89 -4.29
H -1.92 2.12 3.22
H -1.56 0.75 3.76
O -1.95 1.14 2.99
H -3.26 0.38 -0.05
H -2.84 0.62 1.47
O -2.55 0.69 0.55
H -0.86 -0.96 -3.13
H -0.92 -0.21 -1.87
O -0.38 -0.90 -2.27
H -2.93 -3.31 -1.89
H -1.39 -2.76 -1.85
O -2.12 -2.84 -2.36
*
```

**Kohn-Sham gap**: 8.580 eV
**Energy**: -32280.3846 eV
**HOMO**: -8.87 eV
**Energy above the lowest of the compared OMol25 structures with the same formula, charge and spin**: 246.5 kJ/mol
**LUMO energy**: -0.29 eV



Entry 4:
Formula: C4H36NO14S
Source: the Open Molecules 2025 dataset
Level of theory: ωB97M-V/def2-TZVPD

The geometry in ORCA input format:
```
! wB97M-V def2-TZVPD RIJCOSX def2/J DEFGRID3
* xyz -1 1
C 0.53 -0.11 0.51
N -0.70 -0.53 -0.28
C -0.35 -1.64 -1.39
O 0.60 -2.33 -0.86
C 0.27 0.74 1.72
C -0.20 0.04 3.00
S 1.22 -0.87 3.72
H 1.03 -1.03 0.87
H 1.34 0.36 -0.13
H -1.46 -0.84 0.35
H -1.31 -2.29 -1.39
H -0.15 -1.14 -2.33
H -0.40 1.55 1.40
H 1.21 1.28 1.89
H -1.02 -0.66 2.76
H -0.58 0.74 3.73
H 2.42 -0.69 3.10
H -1.15 -3.10 1.59
H -2.12 -3.95 0.86
O -2.13 -3.08 1.31
H -3.33 0.67 1.62
H -4.06 -1.52 0.65
O -2.45 0.75 1.31
H 0.60 -3.10 0.44
H 0.80 -2.96 1.94
O 0.49 -3.55 1.32
H 0.28 3.29 -1.58
H -0.94 2.57 -1.93
O -0.01 2.74 -2.30
H -2.66 1.15 -1.39
H -3.72 0.26 -2.12
O -2.89 0.28 -1.84
H -2.82 2.93 -1.03
H -2.67 1.54 0.49
O -2.21 2.41 -0.75
H 1.65 -2.68 -2.17
H 2.35 -1.79 -2.78
O 2.49 -2.71 -2.71
H 3.96 1.34 0.99
H 3.57 -0.17 1.18
O 4.21 0.53 1.49
H 3.50 -2.05 -0.58
H 2.01 -1.83 -0.45
O 2.92 -1.37 -0.36
H -3.65 -0.52 -0.32
H -0.99 0.28 -0.80
O -4.45 -0.79 0.13
H 1.42 2.65 -0.31
H 2.35 2.17 -1.55
O 2.24 2.93 -0.80
H -0.67 3.32 0.56
H 0.40 4.35 0.43
O 0.24 3.48 0.87
H 1.02 1.32 -2.59
H 2.23 0.90 -3.16
O 1.76 0.76 -2.37
*
```

**Kohn-Sham gap**: 9.114 eV
**Energy**: -45723.2329 eV
**HOMO**: -6.57 eV
**Energy above the lowest of the compared OMol25 structures with the same formula, charge and spin**: 485.9 kJ/mol
**LUMO energy**: 2.55 eV